C82H170N6O20S7 | the ωB97M-V functional and the def2-TZVPD basis

```
285
Properties=species:S:1:pos:R:3:forces:R:3
C 1.4569 -5.8484 5.6048 -0.671 -0.095 0.012
C 1.2511 -4.4895 4.9447 1.339 0.829 -0.816
C 1.2488 -4.7292 3.4049 -0.396 -0.581 0.846
S 2.6237 -6.0427 3.0913 0.693 2.488 0.758
O 3.9461 -5.3428 2.9642 -2.796 -1.560 0.087
O 2.1999 -7.0384 2.1121 0.505 0.896 1.049
C 2.5113 -6.6546 4.8463 0.736 0.011 -0.684
H 0.4613 -6.2920 5.5998 0.087 -0.551 -0.248
H 1.6733 -5.7351 6.6671 0.415 -0.083 -0.071
H 2.0146 -3.7390 5.1492 0.699 -0.379 0.183
H 0.4062 -3.9659 5.3920 -0.652 -0.392 -0.632
H 1.3227 -3.8301 2.7931 0.511 -0.180 -0.014
H 0.2747 -5.1833 3.2232 0.196 -0.450 -0.629
H 3.4975 -6.4584 5.2672 0.057 0.113 -0.171
H 2.4504 -7.7358 4.7221 -0.604 0.030 0.388
C 5.8729 3.6794 -6.1096 -0.248 1.261 -0.784
C 5.9986 2.3822 -5.3557 0.372 -0.830 0.722
C 4.7226 2.1455 -4.5180 0.064 1.760 0.276
S 4.3275 3.8971 -3.9072 -0.374 -0.767 -1.549
O 5.1173 4.1692 -2.7244 -0.391 -0.135 0.063
O 2.8795 4.1018 -3.9383 1.215 -0.012 0.393
C 5.1434 4.7731 -5.3083 -0.737 -0.165 0.101
H 5.3712 3.4195 -7.0417 -0.585 0.437 0.056
H 6.7970 4.1289 -6.4731 0.393 -0.449 0.311
H 6.8911 2.3619 -4.7304 -0.158 -0.029 0.205
H 6.1418 1.6181 -6.1197 -0.082 -0.334 0.338
H 4.7829 1.5835 -3.5860 0.458 -0.196 -0.255
H 3.8719 1.7980 -5.1042 -0.009 0.203 -0.020
H 5.7585 5.5797 -4.9094 0.328 -0.458 0.284
H 4.3820 5.3030 -5.8806 -0.245 -0.371 -0.002
C 6.4204 -0.5851 4.1850 0.679 -1.030 -0.208
C 5.7385 -1.3567 5.2728 0.743 -1.048 1.656
C 4.6019 -2.2161 4.7244 -0.544 0.315 1.500
S 4.0128 -1.3290 3.3559 -0.131 -0.085 -3.517
O 2.7114 -0.7170 3.5815 0.313 -0.249 0.271
O 4.1527 -2.1515 2.1503 -0.179 0.565 0.977
C 5.2778 -0.0599 3.3433 -0.453 1.084 0.742
H 7.0620 -1.3518 3.7506 -0.014 0.276 -1.073
H 7.1254 0.0962 4.6613 -0.407 0.633 -0.438
H 5.5215 -0.6757 6.0957 -0.878 -0.145 -0.069
H 6.4334 -2.0825 5.6951 0.260 0.159 0.197
H 3.7846 -2.2489 5.4448 -0.052 -0.183 -0.021
H 4.8726 -3.2330 4.4400 0.100 0.196 -0.249
H 4.7613 0.6995 3.9304 0.128 0.294 0.246
H 5.4232 0.4412 2.3863 0.098 -0.660 -0.122
C 7.5042 0.9778 0.5121 0.687 1.463 0.106
C 7.5871 -0.5143 0.6781 0.130 -0.979 -1.052
C 7.2222 -1.1169 -0.6780 -0.468 0.003 -0.650
S 7.9557 -0.0327 -1.9828 0.914 -0.102 2.029
O 6.9514 0.2559 -2.9934 0.630 0.092 0.412
O 9.2830 -0.5247 -2.3411 -1.132 0.157 -0.163
C 8.2329 1.4084 -0.7693 -1.091 -1.169 -1.257
H 8.0233 1.4269 1.3588 -0.112 0.237 0.075
H 6.5098 1.4240 0.5099 -0.251 -0.482 0.050
H 6.9077 -0.8843 1.4459 0.207 -0.062 -0.073
H 8.6138 -0.8110 0.8925 0.034 0.079 0.365
H 6.1367 -1.0944 -0.7750 -0.049 0.159 -0.354
H 7.5401 -2.1302 -0.9236 0.227 0.048 0.313
H 7.7102 2.1582 -1.3632 0.319 0.631 0.534
H 9.2982 1.5805 -0.6160 -0.141 -0.087 -0.412
C -0.4179 1.2772 5.7338 -0.911 1.067 0.015
C 0.3137 0.0130 5.6383 0.885 -1.661 0.121
C 1.2263 -0.0554 6.8747 0.889 0.307 -0.187
S 2.0220 1.6073 6.9495 0.753 -0.656 -0.881
O 3.2179 1.5809 6.0620 -1.884 0.172 1.109
O 2.2014 2.1220 8.3064 -0.408 -0.589 -1.178
C 0.5689 2.3812 6.0922 0.941 0.104 0.789
H -1.1875 1.1149 6.4884 -0.071 0.659 0.205
H -0.9239 1.4669 4.7872 -0.025 0.374 0.069
H 0.8231 -0.0409 4.6761 0.582 -0.152 0.369
H -0.3900 -0.8194 5.6373 0.032 -0.175 0.099
H 2.0187 -0.8025 6.8289 -0.014 0.050 -0.011
H 0.6981 -0.1381 7.8245 -0.261 -0.119 -0.113
H 1.0665 2.8353 5.2353 -0.486 0.313 -0.030
H 0.1956 3.0748 6.8457 -0.009 0.313 -0.512
C -0.5594 5.9467 1.6452 -1.843 0.564 -0.793
C -0.0261 6.8870 2.6947 0.620 0.204 -0.201
C -0.9971 7.0645 3.8849 1.011 -1.893 -0.424
S -1.8478 5.3477 3.9262 1.771 0.475 -0.011
O -3.2455 5.6360 3.7545 -0.489 -0.392 0.254
O -1.3385 4.4603 4.9851 -0.888 1.268 -1.024
C -1.1365 4.7583 2.3434 0.813 -0.864 1.545
H 0.1448 5.6419 0.8710 0.075 0.200 0.124
H -1.3786 6.5043 1.1911 -0.041 -0.063 -0.580
H 0.2614 7.8079 2.1875 -0.134 0.261 0.322
H 0.8975 6.4663 3.0921 0.087 -0.005 0.171
H -1.7724 7.8291 3.8353 0.175 -0.194 -0.046
H -0.2711 7.1436 4.6941 -0.953 0.210 0.679
H -1.8068 4.0203 1.9027 -0.236 0.560 -0.377
H -0.2622 4.1903 2.6613 -0.033 -0.431 0.303
C 4.9844 5.9661 1.8492 1.186 -0.614 0.460
C 3.9849 6.0284 3.0106 -0.355 -1.882 -0.433
C 4.0373 4.6484 3.7606 1.797 0.954 1.219
S 5.9007 4.0573 3.6365 -1.661 3.320 1.580
O 5.9432 2.7749 2.9867 0.583 -0.360 0.230
O 6.5577 4.4016 4.9319 -1.026 -1.348 -2.548
C 6.3468 5.3696 2.4337 -0.612 0.715 -0.432
H 5.0448 6.9772 1.4465 0.694 -0.073 -0.072
H 4.6983 5.3245 1.0158 -0.462 -0.111 0.190
H 2.9796 6.1743 2.6155 -0.028 0.000 -0.055
H 4.1864 6.8902 3.6468 0.239 -0.305 0.241
H 3.3057 3.8625 3.5726 0.279 0.035 -0.739
H 3.9952 4.8357 4.8336 -0.101 -0.107 0.086
H 7.0275 4.9113 1.7162 -0.345 -0.066 -0.249
H 6.9198 6.1598 2.9187 -0.144 -0.208 0.443
C -2.3654 -5.6533 2.1954 -0.190 -0.578 1.294
C -2.4776 -5.7411 0.7036 2.246 -1.013 -0.916
C -1.0068 -5.8774 0.0889 0.619 -0.399 1.671
C -0.3430 -7.2598 0.3551 -0.566 -0.340 -1.390
C -1.1335 -8.2768 -0.4682 -0.415 0.729 0.842
C -2.6195 -8.2796 0.0563 -0.678 -2.290 -0.062
N -3.2238 -6.8961 0.2034 1.195 -1.515 -1.379
O -4.5599 -6.9287 0.6687 0.446 -0.138 0.316
C -3.4571 -9.1305 -1.0005 -0.546 0.794 0.399
C -2.6816 -9.1287 1.3874 0.301 1.544 0.748
C -3.0918 -4.5235 0.1148 -0.858 1.071 -0.605
H -1.6500 -6.3741 2.5914 0.264 0.010 -0.120
H -3.2962 -5.9491 2.6793 -0.293 0.268 -0.105
H -2.0857 -4.6684 2.5694 0.004 0.146 -0.211
H -0.9633 -5.5281 -0.9427 -0.330 -0.736 -0.390
H -0.2780 -5.2044 0.5407 -0.550 0.768 0.635
H -0.2830 -7.6610 1.3668 -0.790 0.708 0.519
H 0.7313 -7.2983 0.1746 -0.007 0.434 -0.818
H -0.6494 -9.2439 -0.3326 -0.564 -0.324 -0.054
H -1.1185 -8.0567 -1.5356 0.005 0.230 -0.049
H -3.0359 -10.0739 -1.3480 0.945 0.308 0.079
H -4.4038 -9.5129 -0.6190 -0.211 0.527 0.491
H -3.7210 -8.5161 -1.8613 0.247 0.037 -0.166
H -2.4721 -8.4595 2.2218 -0.031 0.326 0.132
H -3.6672 -9.5181 1.6426 0.036 -0.212 -0.466
H -1.8924 -9.8642 1.5432 -0.194 -0.393 -0.726
H -2.3678 -3.7208 -0.0247 0.038 0.121 0.269
H -3.9361 -4.1570 0.6986 0.028 0.113 0.156
H -3.4878 -4.7479 -0.8757 0.099 -0.056 -0.142
H -5.0325 -6.5387 -0.0703 -0.271 -0.057 -0.067
C -5.5554 -0.6617 -4.2516 -1.089 0.259 -1.765
C -4.0817 -0.6970 -4.1590 2.243 -0.667 2.073
C -3.7594 -1.9934 -3.2893 1.862 -0.130 -1.151
C -2.2480 -2.4255 -3.3195 -0.002 0.051 0.298
C -1.7466 -2.6188 -4.6981 -0.576 1.740 -1.426
C -2.0065 -1.3500 -5.5756 0.031 1.644 0.615
N -3.4590 -0.8364 -5.4891 1.411 -3.338 0.628
O -3.6367 0.2007 -6.3945 -0.126 0.935 0.294
C -0.9817 -0.1337 -5.2482 -1.168 -0.723 -0.340
C -1.7246 -1.8379 -6.9621 -0.781 0.089 -1.225
C -3.5685 0.5228 -3.3106 -0.674 -0.805 -1.341
H -5.8139 0.2051 -4.8598 -0.430 0.490 0.490
H -6.0937 -0.7214 -3.3057 0.198 0.285 -0.027
H -5.8916 -1.4666 -4.9051 -0.019 -0.438 0.220
H -4.0229 -1.8202 -2.2460 -0.443 0.058 -0.140
H -4.3204 -2.8117 -3.7408 -0.242 -0.145 0.298
H -1.9776 -3.3872 -2.8836 -0.769 -0.041 0.979
H -1.5759 -1.7000 -2.8611 -0.266 0.284 0.408
H -2.2196 -3.4830 -5.1646 -0.207 0.007 -0.153
H -0.6721 -2.7883 -4.7670 0.047 -0.025 0.281
H -0.3318 -0.4725 -4.4414 0.377 0.392 -0.273
H -0.4973 0.2393 -6.1507 0.746 -0.889 -0.088
H -1.4456 0.8231 -5.0088 -0.589 -0.385 0.785
H -1.8155 -1.0422 -7.7014 0.224 0.051 -0.063
H -0.7537 -2.3228 -7.0639 0.121 0.236 0.184
H -2.4728 -2.5864 -7.2230 -0.083 -0.150 -0.076
H -3.4412 1.3019 -4.0621 0.051 0.483 0.497
H -2.6313 0.2905 -2.8049 -0.020 0.221 0.007
H -4.3789 0.7377 -2.6140 0.324 0.397 0.184
H -4.0860 -0.2310 -7.1248 -0.150 0.108 -0.119
C -5.9113 0.9705 -0.1038 0.795 0.267 0.405
C -6.4086 1.4585 1.3326 -0.109 -1.644 -1.874
C -5.2191 1.8341 2.2929 -0.292 0.040 -0.061
C -5.6096 2.7330 3.4472 -0.968 -0.660 0.136
C -6.4325 3.8671 2.9513 1.040 0.115 0.324
C -7.6499 3.5012 2.1121 -1.188 0.237 -0.278
N -7.2855 2.6138 1.0044 1.360 -0.689 0.083
O -8.3468 2.2356 0.0528 1.417 0.670 1.994
C -8.7950 3.0003 3.0048 0.073 -0.252 0.132
C -8.1029 4.7541 1.4607 -0.644 2.021 -1.892
C -7.1176 0.2120 1.9602 -0.046 -0.100 0.792
H -5.8392 1.7506 -0.8617 -0.363 0.373 0.333
H -6.5100 0.1876 -0.5693 -0.236 -0.046 0.380
H -4.8841 0.6076 -0.0694 0.111 -0.363 0.401
H -4.8428 0.9610 2.8258 0.168 -0.572 -0.836
H -4.4066 2.2851 1.7231 0.028 0.016 -0.119
H -4.7672 3.1335 4.0111 0.194 -0.217 -0.130
H -6.2451 2.1987 4.1535 0.199 -0.516 0.237
H -5.6595 4.4380 2.4368 -0.672 0.790 -0.570
H -6.7238 4.3841 3.8656 -0.422 0.604 -0.401
H -9.0730 3.7505 3.7451 0.320 0.028 0.186
H -9.7230 2.8595 2.4507 0.146 -0.287 -0.312
H -8.5051 2.0735 3.4998 -0.245 -0.001 0.170
H -9.0648 4.7160 0.9493 -0.672 -0.316 0.828
H -8.0288 5.6574 2.0662 -0.272 -0.183 0.329
H -7.5652 4.9965 0.5441 1.043 -0.195 0.246
H -7.1248 0.3053 3.0462 -0.501 0.203 0.122
H -6.6405 -0.7609 1.8422 0.884 0.276 -0.507
H -8.1102 -0.0638 1.6043 -0.365 0.674 -0.058
H -8.7630 1.5220 0.5417 -0.642 -0.371 -0.106
C 3.4893 1.7580 0.4447 0.987 0.472 1.072
C 2.0546 1.9049 0.0726 -0.745 1.179 -0.613
C 2.1014 1.3655 -1.3799 -1.590 -1.443 -0.290
C 0.7183 0.8682 -1.7998 0.753 -0.644 -0.471
C 0.1127 -0.1852 -0.8384 0.175 1.714 -0.837
C -0.0496 0.4104 0.5439 -0.176 1.160 0.558
N 1.1704 1.1405 1.0250 0.505 -1.718 -3.425
O 1.0867 1.6208 2.3332 -0.047 0.097 -0.346
C -1.2724 1.3553 0.5101 -0.312 -0.916 0.819
C -0.3055 -0.7857 1.4804 0.111 0.515 -0.511
C 1.6267 3.3798 0.0341 0.319 0.236 0.559
H 4.1557 2.2057 -0.2926 -0.152 -0.089 -0.452
H 3.6563 0.6816 0.4834 0.475 0.054 0.427
H 3.7734 2.3011 1.3460 -0.117 -0.430 0.560
H 2.4656 2.0107 -2.1794 -0.138 1.086 0.662
H 2.8441 0.5730 -1.4724 -0.220 -0.603 0.427
H 0.7416 0.5145 -2.8305 0.235 -0.455 -0.027
H 0.0689 1.7340 -1.9291 -0.357 0.067 0.565
H 0.5781 -1.1644 -0.7261 0.505 0.142 -0.671
H -0.8913 -0.2920 -1.2491 -0.177 -0.655 0.335
H -1.2506 2.2125 -0.1627 0.355 -0.077 0.087
H -2.1283 0.7406 0.2314 -0.274 0.056 -0.099
H -1.4552 1.6467 1.5444 -0.073 0.506 0.004
H -0.9302 -1.5212 0.9734 -0.519 0.189 0.126
H 0.6488 -1.3017 1.5866 0.119 0.160 0.601
H -0.7610 -0.4272 2.4035 0.176 -0.445 0.238
H 1.6440 3.7579 1.0563 0.016 0.078 0.237
H 0.6179 3.5693 -0.3325 -0.016 -0.285 -0.258
H 2.3365 3.9838 -0.5311 -0.008 -0.024 -0.215
H 1.5254 0.8627 2.7262 0.386 0.037 1.105
C -1.5922 6.5521 -2.8018 -0.313 -0.916 -0.572
C -2.6991 5.4220 -2.6634 0.411 0.989 0.697
C -2.5551 4.8954 -1.2112 0.036 0.061 -0.449
C -3.6262 3.9002 -0.9363 -0.096 -0.537 0.057
C -4.9677 4.5347 -1.0638 -0.255 0.104 1.232
C -5.2905 5.3288 -2.3328 -0.326 -0.044 -0.575
N -4.0799 6.0926 -2.7315 1.728 -1.973 2.386
O -4.2185 6.7777 -3.9009 -0.507 0.558 -1.504
C -5.8519 4.3238 -3.3895 -0.756 0.476 -0.612
C -6.3986 6.3725 -1.9557 0.218 -0.793 0.407
C -2.3855 4.2751 -3.6665 -0.696 0.344 -0.650
H -0.6532 6.0444 -2.5814 0.183 0.088 0.030
H -1.6655 7.4222 -2.1493 -0.495 -0.298 0.394
H -1.4873 6.9710 -3.8026 -0.244 -0.275 -0.196
H -1.6084 4.4286 -0.9391 0.542 0.121 -0.762
H -2.6267 5.7418 -0.5281 -0.333 0.141 0.040
H -3.5449 3.5574 0.0952 0.042 -0.268 0.096
H -3.6053 3.0136 -1.5700 0.541 -0.103 -0.139
H -4.9873 5.1679 -0.1769 -0.438 0.588 -0.091
H -5.6482 3.7205 -0.8147 -0.766 0.467 -0.502
H -6.3459 4.7669 -4.2542 0.398 0.837 -0.141
H -5.1726 3.6091 -3.8540 0.268 -0.052 0.586
H -6.7269 3.8092 -2.9924 0.309 -0.412 0.596
H -7.3244 5.8182 -1.8016 -0.259 0.077 -0.389
H -6.2150 6.7924 -0.9667 0.441 0.119 -0.028
H -6.5463 7.2101 -2.6373 0.029 -0.352 -0.319
H -1.4172 3.8035 -3.4990 0.214 0.365 0.111
H -2.4432 4.6431 -4.6909 0.408 0.326 -0.072
H -3.0868 3.4429 -3.7270 -0.255 0.159 0.719
H -4.3489 7.6782 -3.5949 0.039 0.247 -0.281
C 1.4362 -6.7418 -3.0723 -1.147 -1.900 -0.186
C 2.1451 -5.7168 -3.9251 0.881 0.028 0.782
C 1.4052 -4.3846 -3.8209 -0.888 -0.502 0.632
C 1.4597 -3.7015 -2.4796 1.083 0.107 0.568
C 2.9292 -3.5343 -2.1907 0.249 1.007 0.571
C 3.7772 -4.8213 -2.1830 1.634 0.099 -0.764
N 3.5359 -5.5910 -3.4280 -0.125 2.396 -0.510
O 4.3043 -6.7575 -3.5841 -0.453 -0.327 0.740
C 5.3322 -4.2676 -2.2488 -1.276 -1.322 0.286
C 3.4987 -5.5343 -0.8384 0.485 -0.382 -0.113
C 2.1895 -6.0664 -5.4185 0.307 -0.654 0.210
H 0.9295 -6.4484 -2.1529 0.210 0.753 -0.107
H 2.0579 -7.5811 -2.7609 0.495 0.147 -0.178
H 0.6561 -7.2428 -3.6456 -0.309 0.055 -0.246
H 1.7867 -3.7473 -4.6187 -0.228 0.359 0.087
H 0.3366 -4.5793 -3.9116 -0.061 -0.316 -1.033
H 1.0473 -4.1842 -1.5936 -0.506 -0.808 -0.449
H 0.9058 -2.7635 -2.5200 0.272 0.328 -0.124
H 3.0874 -3.1424 -1.1860 -0.084 0.291 0.093
H 3.2777 -2.7423 -2.8535 0.588 -0.288 -0.353
H 5.3803 -3.3428 -1.6738 0.129 0.036 -0.223
H 6.0875 -4.9560 -1.8698 -0.369 -0.300 0.648
H 5.6939 -4.1773 -3.2730 -0.663 0.646 -0.203
H 2.5333 -6.0225 -0.7048 -0.338 0.476 -0.400
H 4.1744 -6.3685 -0.6492 0.419 0.216 -0.056
H 3.6092 -4.7819 -0.0575 0.153 -0.228 0.245
H 2.8889 -5.4831 -6.0173 -0.028 0.644 0.410
H 1.1945 -5.9281 -5.8417 0.000 -0.397 -0.099
H 2.5880 -7.0725 -5.5487 -0.569 -0.320 -0.032
H 4.8531 -6.5938 -4.3545 0.073 0.197 -0.066
```
Positions in Å, forces in eV/Å.

Computed properties:
2S+1	1
energy relative to the best compared isomer or geometry (same formula, charge and spin)	0.0	kJ/mol
charge	0
Kohn-Sham gap	8.010	eV
E_HOMO	-0.2894	Eh
electronic energy	-213513.0223	eV
LUMO	0.00498	Ha